--- 1 ---
{
  "formula": "C6H9N2",
  "method": "wB97M-V/def2-TZVPD",
  "lumo_energy_ev": -4.47,
  "gap_ev": 11.0,
  "total_charge": 1,
  "homo_energy_ha": -0.56811,
  "mol_weight_g_mol": 109.15,
  "elements": ["C", "N", "C", "N", "C", "C", "C", "C", "H", "H", "H", "H", "H", "H", "H", "H", "H"],
  "coordinates": [[1.200, -0.734, 2.896], [-0.020, -0.359, 3.102], [0.407, -0.414, 1.764], [0.122, -0.179, 0.561], [1.035, -0.180, -0.659], [0.122, 0.035, -1.821], [-0.999, 0.947, -1.243], [-1.258, 0.084, -0.010], [2.068, -1.080, 3.329], [1.568, -1.042, -0.561], [1.656, 0.703, -0.340], [-0.466, -0.762, -2.167], [0.643, 0.476, -2.793], [-0.668, 1.985, -0.842], [-1.989, 1.011, -1.864], [-1.737, 0.483, 0.883], [-1.685, -0.972, -0.236]]
}

=====

--- 2 ---
{
  "formula": "C6H9N2",
  "method": "wB97M-V/def2-TZVPD",
  "lumo_energy_ev": -4.84,
  "gap_ev": 9.0,
  "total_charge": 1,
  "homo_energy_ha": -0.50868,
  "mol_weight_g_mol": 109.15,
  "elements": ["C", "C", "C", "C", "C", "N", "N", "C", "H", "H", "H", "H", "H", "H", "H", "H", "H"],
  "coordinates": [[-2.287, 0.210, 0.273], [-1.155, -0.424, 0.096], [-0.836, -1.809, -0.332], [0.481, -1.756, -0.670], [1.070, -0.416, -0.340], [2.319, 0.004, -0.415], [0.059, 0.266, 0.218], [0.161, 1.584, 0.633], [-2.362, 1.267, 0.637], [-3.121, -0.496, 0.092], [-1.642, -2.528, -0.572], [1.215, -2.505, -0.971], [3.079, -0.624, -0.549], [2.323, 1.044, -0.335], [0.648, 1.783, 1.615], [0.803, 2.292, -0.038], [-0.755, 2.109, 0.658]]
}

=====

--- 3 ---
{
  "formula": "C6H9N2",
  "method": "wB97M-V/def2-TZVPD",
  "lumo_energy_ev": [-4.97, -3.53],
  "gap_ev": [6.9, 9.2],
  "total_charge": 1,
  "homo_energy_ha": [-0.43777, -0.46923],
  "mol_weight_g_mol": 109.15,
  "elements": ["C", "C", "C", "C", "C", "C", "N", "N", "H", "H", "H", "H", "H", "H", "H", "H", "H"],
  "coordinates": [[-2.760, 0.398, 0.951], [-2.053, -0.013, -0.182], [-0.658, -0.033, 1.440], [2.007, -0.010, -0.441], [0.049, -0.772, -0.749], [2.937, -0.257, -1.494], [-1.850, 0.431, 1.945], [-0.785, -0.200, 0.130], [-3.688, 0.773, 1.108], [-2.473, -0.032, -1.104], [0.178, -0.228, 2.088], [2.000, 0.599, 0.554], [-0.148, -0.705, -1.738], [2.537, -1.053, -2.192], [3.957, -0.304, -1.175], [2.769, 0.616, -2.033], [-2.019, 0.791, 2.890]]
}

=====

Q: Which of them is the least stable? A: 3.

=====

--- 1 ---
{
  "formula": "C9H14NSi",
  "method": "wB97M-V/def2-TZVPD",
  "lumo_energy_ev": -3.34,
  "gap_ev": 9.4,
  "total_charge": 1,
  "homo_energy_ha": -0.46877,
  "mol_weight_g_mol": 164.30,
  "elements": ["C", "C", "C", "C", "C", "C", "C", "C", "C", "N", "Si", "H", "H", "H", "H", "H", "H", "H", "H", "H", "H", "H", "H", "H", "H"],
  "coordinates": [[2.453, 0.682, 2.148], [1.662, -0.428, 2.589], [2.142, 1.467, 1.059], [0.544, -0.728, 1.763], [0.981, 1.173, 0.290], [0.191, 0.036, 0.613], [0.671, -1.791, -2.173], [0.416, -0.554, -2.576], [-2.347, 0.820, -1.047], [-2.920, 0.359, 0.266], [-1.226, -0.529, -0.499], [3.334, 0.918, 2.764], [1.907, -0.953, 3.592], [2.602, 2.370, 0.921], [-0.218, -1.416, 2.107], [0.827, 1.590, -0.684], [0.056, -2.589, -2.275], [1.465, -1.962, -1.545], [-0.466, -0.402, -3.146], [-2.918, 0.641, -1.995], [-2.138, 1.850, -0.880], [-2.640, 1.155, 0.972], [-3.906, 0.090, 0.473], [1.102, 0.185, -2.320], [-1.575, -1.980, -0.417]]
}

=====

--- 2 ---
{
  "formula": "C9H14NSi",
  "method": "wB97M-V/def2-TZVPD",
  "lumo_energy_ev": -3.13,
  "gap_ev": 9.9,
  "total_charge": 1,
  "homo_energy_ha": -0.47913,
  "mol_weight_g_mol": 164.30,
  "elements": ["C", "C", "Si", "C", "N", "C", "C", "C", "C", "C", "C", "H", "H", "H", "H", "H", "H", "H", "H", "H", "H", "H", "H", "H", "H"],
  "coordinates": [[-3.319, -1.133, -0.890], [-2.159, -1.623, -0.471], [-1.209, -0.446, 0.653], [-1.612, 1.411, 0.126], [-0.381, 2.190, 0.517], [0.653, -0.268, 0.314], [1.588, -0.553, 1.302], [2.892, -0.698, 0.974], [3.305, -0.487, -0.348], [2.340, -0.363, -1.378], [1.027, -0.177, -1.067], [-4.110, -1.797, -1.415], [-3.608, -0.168, -0.866], [-1.733, -2.735, -0.418], [-1.239, -0.615, 2.153], [-2.426, 1.832, 0.771], [-1.960, 1.417, -0.907], [-0.384, 3.121, 0.103], [-0.399, 2.103, 1.484], [0.394, 1.501, 0.248], [1.461, -0.825, 2.324], [3.644, -0.809, 1.806], [4.292, -0.728, -0.797], [2.653, -0.211, -2.444], [0.290, 0.063, -1.776]]
}

=====

Q: Which of them is the least stable? A: 1.

=====

--- 1 ---
{
  "formula": "C2H3OPS",
  "method": "wB97M-V/def2-TZVPD",
  "lumo_energy_ev": -0.55,
  "gap_ev": 8.8,
  "homo_energy_ha": -0.34207,
  "mol_weight_g_mol": 106.09,
  "elements": ["C", "C", "O", "P", "S", "H", "H", "H"],
  "coordinates": [[-0.858, -1.949, -0.286], [0.658, 1.180, 0.800], [-0.255, 0.827, -1.533], [0.277, -1.767, -1.300], [-0.372, 1.726, -0.433], [0.982, 1.908, 1.561], [1.056, 0.107, 0.618], [-1.488, -2.031, 0.573]]
}

=====

--- 2 ---
{
  "formula": "C2H3OPS",
  "method": "wB97M-V/def2-TZVPD",
  "lumo_energy_ev": -1.28,
  "gap_ev": 7.6,
  "homo_energy_ha": -0.32555,
  "mol_weight_g_mol": 106.09,
  "elements": ["C", "C", "O", "P", "S", "H", "H", "H"],
  "coordinates": [[1.799, -0.153, -0.668], [1.131, -0.730, 0.168], [-0.772, 1.583, 1.620], [-2.202, 0.613, -0.556], [-0.874, 0.318, 0.898], [2.179, 0.320, -1.540], [0.942, -1.264, 1.077], [-2.201, -0.688, -0.998]]
}

=====

Q: Which of them is the least stable? A: 2.

=====

--- 1 ---
{
  "formula": "C3H10OS",
  "method": "wB97M-V/def2-TZVPD",
  "lumo_energy_ev": [-3.43, -8.41],
  "gap_ev": [10.0, 5.1],
  "multiplicity": 2,
  "total_charge": 1,
  "homo_energy_ha": [-0.49509, -0.49509],
  "mol_weight_g_mol": 94.18,
  "s_squared": 0.7532,
  "elements": ["C", "C", "S", "C", "H", "H", "H", "H", "H", "H", "H", "H", "H", "H", "O"],
  "coordinates": [[-0.645, 2.125, 0.361], [-0.751, 0.612, 0.688], [0.838, -0.243, 0.947], [1.649, 0.691, 2.313], [-1.693, 2.278, 0.070], [-0.714, 2.825, 1.205], [0.227, 2.314, -0.251], [-1.452, 0.440, 1.508], [-1.097, 0.101, -0.215], [2.688, 0.592, 2.001], [1.513, 0.127, 3.236], [1.423, 1.746, 2.432], [-0.770, -5.140, -4.278], [-0.531, -4.240, -5.486], [-0.685, -4.230, -4.531]]
}

=====

--- 2 ---
{
  "formula": "C3H10OS",
  "method": "wB97M-V/def2-TZVPD",
  "lumo_energy_ev": [-4.40, -9.60],
  "gap_ev": [7.5, 2.3],
  "multiplicity": 2,
  "total_charge": 1,
  "homo_energy_ha": [-0.43728, -0.43728],
  "mol_weight_g_mol": 94.18,
  "s_squared": 0.7531,
  "elements": ["C", "S", "H", "H", "H", "H", "C", "O", "C", "H", "H", "H", "H", "H", "H"],
  "coordinates": [[-2.260, -0.145, -4.888], [-1.526, 1.471, -4.455], [-1.486, -0.612, -5.490], [-3.176, 0.065, -5.426], [-2.261, -0.625, -3.905], [-0.301, 1.390, -4.974], [2.116, -0.566, 4.968], [1.061, 0.164, 4.303], [2.080, -2.060, 4.726], [2.103, -0.323, 6.034], [3.039, -0.199, 4.518], [0.325, -0.311, 4.657], [1.062, -2.422, 4.508], [2.538, -2.717, 5.457], [2.526, -2.297, 3.751]]
}

=====

--- 3 ---
{
  "formula": "C3H10OS",
  "method": "wB97M-V/def2-TZVPD",
  "lumo_energy_ev": [-3.58, -8.34],
  "gap_ev": [10.9, 6.1],
  "multiplicity": 2,
  "total_charge": 1,
  "homo_energy_ha": [-0.53107, -0.53095],
  "mol_weight_g_mol": 94.18,
  "s_squared": 0.7531,
  "elements": ["C", "O", "H", "H", "H", "H", "C", "C", "S", "H", "H", "H", "H", "H", "H"],
  "coordinates": [[0.712, -2.068, 0.430], [1.537, -0.898, 0.676], [2.415, -1.197, 0.393], [0.331, -2.355, 1.421], [-0.033, -1.743, -0.291], [1.174, -2.977, 0.045], [-0.843, 0.599, -1.438], [-0.616, 1.842, 0.922], [-1.577, 0.544, 0.220], [0.005, -0.062, -1.599], [-1.624, 0.611, -2.199], [-0.355, 1.581, -1.726], [-0.012, 2.275, 0.121], [0.147, 1.342, 1.568], [-1.261, 2.505, 1.457]]
}

=====

Q: Which of them is the least stable? A: 2.

=====

--- 1 ---
{
  "formula": "CH9N2O",
  "method": "wB97M-V/def2-TZVPD",
  "lumo_energy_ev": -3.30,
  "gap_ev": 11.5,
  "total_charge": 1,
  "homo_energy_ha": -0.54225,
  "mol_weight_g_mol": 65.10,
  "elements": ["O", "H", "H", "H", "N", "C", "N", "H", "H", "H", "H", "H", "H"],
  "coordinates": [[1.200, -1.363, -1.625], [2.161, -1.489, -1.776], [0.097, -0.801, -0.231], [0.858, -1.236, -2.509], [-0.584, -0.774, 0.550], [-0.506, 0.689, 1.044], [-0.150, 1.529, -0.052], [-0.309, -1.351, 1.347], [-1.476, -0.951, 0.111], [0.191, 0.702, 1.888], [-1.483, 0.907, 1.469], [-0.798, 2.307, -0.043], [0.799, 1.831, -0.173]]
}

=====

--- 2 ---
{
  "formula": "CH9N2O",
  "method": "wB97M-V/def2-TZVPD",
  "lumo_energy_ev": -3.32,
  "gap_ev": 11.4,
  "total_charge": 1,
  "homo_energy_ha": -0.54106,
  "mol_weight_g_mol": 65.10,
  "elements": ["O", "H", "H", "H", "N", "C", "N", "H", "H", "H", "H", "H", "H"],
  "coordinates": [[1.850, 1.984, 0.589], [1.915, 2.557, 1.367], [-0.188, -0.410, 1.332], [2.307, 2.469, -0.111], [-0.191, 0.093, 0.441], [-0.364, -0.904, -0.688], [-1.608, -1.588, -0.435], [-0.980, 0.750, 0.485], [0.666, 0.693, 0.345], [-0.306, -0.355, -1.628], [0.423, -1.628, -0.541], [-1.604, -2.515, -0.833], [-2.395, -1.082, -0.812]]
}

=====

Q: Which of them is the least stable? A: 1.